The following is a DFT calculation (the ωB97M-V functional and the def2-TZVPD basis) of a molecular structure, C37H41IN2P2Re in a non-equilibrium geometry.

The geometry in XYZ format:
```
84
Properties=species:S:1:pos:R:3:forces:R:3
Re -0.544691 -0.534612 0.355766 0.9 -0.3 0.8
C 2.494076 -2.802918 0.016786 0.0 -0.1 0.1
C 1.783174 -2.275612 1.269135 0.1 0.3 0.1
P 2.424552 -0.551434 1.460820 -0.2 0.5 -0.1
C 3.585226 -0.470616 2.842547 -0.1 -0.4 0.1
C 4.455170 -1.534901 3.073790 0.0 0.0 0.0
C 5.426611 -1.430575 4.054872 0.1 0.0 0.1
C 5.540661 -0.265589 4.799864 0.0 0.0 0.0
C 4.682325 0.799004 4.563859 0.0 0.0 0.0
C 3.705253 0.701954 3.587966 0.0 0.0 -0.1
C 1.018720 0.461626 2.103908 0.2 0.0 0.2
C 0.829638 1.721876 1.511999 -0.1 0.1 0.1
C 0.033584 2.687458 2.125690 0.0 0.0 0.0
C -0.574260 2.411513 3.341691 0.0 0.0 0.0
C -0.394758 1.169276 3.952006 0.0 0.0 0.0
C 0.393997 0.211938 3.340193 0.0 -0.1 0.1
C 1.920153 -2.198021 -1.260519 0.1 0.1 -0.2
P 1.512285 -0.394329 -1.245281 -0.6 0.1 -0.2
C 3.000876 0.587484 -1.651760 0.1 -0.1 0.3
C 3.593609 1.519053 -0.805899 -0.1 0.1 0.0
C 4.722143 2.214554 -1.207693 0.1 0.0 0.0
C 5.294785 1.962583 -2.445850 0.0 0.0 0.1
C 4.727391 1.016163 -3.286618 0.0 0.0 0.0
C 3.585506 0.338664 -2.895503 0.2 -0.1 -0.1
C 0.778669 -0.198022 -2.954904 0.0 -0.1 -0.2
C 0.638496 1.195141 -3.478178 -0.1 0.0 -0.2
C 0.261700 1.328805 -4.895692 0.0 -0.1 0.1
C -0.043832 0.256750 -5.673897 0.0 0.0 0.0
C 0.030752 -1.018860 -5.097250 0.0 0.1 -0.1
C 0.437362 -1.244855 -3.774735 0.1 0.2 0.3
H 2.410722 -3.888661 -0.059157 0.0 0.0 0.1
H 3.560839 -2.576130 0.090526 0.0 0.0 0.0
H 1.961535 -2.883192 2.159238 -0.1 0.0 0.0
H 0.671105 -2.310963 1.115061 -0.1 0.0 0.0
H 4.389039 -2.451000 2.498818 0.0 0.0 0.0
H 6.095370 -2.260071 4.236857 0.0 0.0 0.0
H 6.298916 -0.188022 5.566067 0.0 0.0 0.0
H 4.772874 1.706838 5.144001 0.0 0.0 0.0
H 3.044304 1.543906 3.417346 0.0 0.0 0.0
H 1.371950 1.981654 0.614058 -0.1 0.0 -0.1
H -0.064553 3.669572 1.680305 0.0 0.0 0.0
H -1.157384 3.176072 3.838255 0.0 0.0 0.0
H -0.832712 0.974994 4.922173 0.0 0.0 0.0
H 0.593047 -0.725148 3.851201 0.0 0.0 0.0
H 0.962214 -2.686475 -1.458569 0.0 0.0 -0.1
H 2.575939 -2.398555 -2.111210 0.0 0.0 0.0
H 3.201865 1.705306 0.184356 0.1 0.0 -0.1
H 5.164103 2.941893 -0.540984 0.0 0.0 0.0
H 6.186277 2.492734 -2.749460 0.0 0.0 0.0
H 5.175256 0.800082 -4.246579 0.0 0.0 0.0
H 3.171793 -0.401879 -3.571530 0.0 0.0 0.0
H 1.597592 1.713578 -3.333377 0.0 -0.1 -0.1
H 0.197742 2.337229 -5.288586 0.0 0.0 0.0
H -0.332539 0.371539 -6.708754 0.0 0.0 0.0
H -0.207769 -1.881187 -5.710259 0.0 0.0 0.0
H 0.513117 -2.272048 -3.452297 0.0 0.0 0.0
N -2.121579 0.917289 0.307064 0.0 0.2 -0.1
C -3.413758 0.369927 0.840772 0.2 -0.1 0.2
C -3.098229 -0.340835 2.150490 0.1 0.1 -0.3
N -1.965938 -1.285214 1.892553 -0.1 0.2 0.0
H -1.854291 1.733009 0.864158 0.0 -0.1 0.0
H -2.277641 1.282851 -0.627967 0.0 0.0 0.0
H -3.806252 -0.321505 0.094664 0.0 0.0 0.0
H -4.133032 1.176804 0.979011 0.0 0.0 0.1
H -3.959426 -0.871859 2.552143 -0.1 0.1 -0.1
H -2.761182 0.380609 2.894965 0.0 0.0 0.0
H -2.344542 -2.157290 1.531603 0.0 0.0 0.0
H -1.533250 -1.535417 2.778565 0.0 0.1 0.0
I -0.173312 4.142284 -2.819544 0.0 -0.3 0.0
C -0.375807 2.022057 -2.625671 0.0 0.0 0.1
H -1.393224 1.745021 -2.898829 0.0 0.1 0.0
H -0.188839 1.774076 -1.583426 -0.1 0.1 0.0
C -1.257082 -1.488747 -0.882503 -0.4 -0.5 -0.6
C -1.845298 -2.282292 -1.910046 -0.2 -0.1 -0.1
C -2.663842 -1.672166 -2.875459 0.0 -0.2 0.0
C -3.258389 -2.442711 -3.857618 0.0 0.0 0.0
C -3.034491 -3.815515 -3.892596 0.0 0.0 0.0
C -2.225922 -4.426033 -2.940998 0.0 0.0 0.0
C -1.635066 -3.669268 -1.944240 -0.1 0.1 -0.1
H -2.836708 -0.604385 -2.845946 0.0 0.1 0.0
H -3.906172 -1.982372 -4.590993 0.0 0.0 0.0
H -3.505260 -4.416065 -4.659217 0.0 0.0 0.0
H -2.071219 -5.495455 -2.970545 0.0 0.0 0.0
H -1.020692 -4.148292 -1.192671 0.0 0.0 0.0
```
Forces are in eV/Å.

Largest force on an atom (eV/Å): 1.26
Net charge: +3
Molar mass (g/mol): 888.8
Highest occupied orbital energy (hartree): -0.567
Kohn-Sham gap (eV): 5.4
Energy (eV): -70796.2011